A molecular structure, C13H7MoN4O9, computed with the ωB97M-V functional and the def2-TZVPD basis.

Positions of all 34 atoms, in Å:
Mo -0.094 0.058 0.382
O 2.822 -2.465 -0.733
C 1.689 -2.134 -0.670
O 1.331 -0.813 -0.425
C 0.512 -3.042 -0.833
C 0.737 -4.275 -1.429
C -0.318 -5.138 -1.601
C -1.598 -4.833 -1.186
C -1.820 -3.611 -0.597
C -0.775 -2.711 -0.403
O -0.969 -1.554 0.275
N -3.192 -3.278 -0.177
O -3.507 -2.107 -0.202
O -3.905 -4.206 0.120
N -0.077 -6.446 -2.254
O 1.059 -6.684 -2.592
O -1.036 -7.168 -2.396
H 1.732 -4.551 -1.752
H -2.409 -5.537 -1.317
O -1.134 1.150 1.639
N -0.962 2.431 1.801
N -0.014 2.826 1.069
O 0.556 1.946 0.269
C 0.490 4.173 1.128
C 1.150 4.673 0.017
C 1.621 5.972 0.076
C 1.427 6.734 1.220
C 0.762 6.206 2.319
C 0.285 4.908 2.286
H 1.291 4.063 -0.864
H 2.140 6.390 -0.775
H 1.802 7.748 1.258
H 0.623 6.802 3.210
H -0.222 4.475 3.137

Properties
Net charge   +1
Frontier orbital gap (spin up / spin down)   6.89 / 7.02 eV
Energy relative to the best compared isomer or geometry (same formula, charge and spin)   0.0000 eV
Energy   -1463.4338 hartree
⟨S²⟩   2.016
Multiplicity   3